Density functional theory data (ωB97M-V/def2-TZVPD) for a structure of composition C37H33F6N7O2S3SbSr.

expectation value of S²: 0.759
frontier orbital gap (alpha / beta): 7.019 / 7.157 eV

Geometry as ORCA input:
```
! wB97M-V def2-TZVPD RIJCOSX def2/J DEFGRID3
* xyz 0 2
Sr 1.131 0.939 1.810
N 2.475 -2.809 -1.706
C 1.806 -1.746 -1.139
S 0.175 -2.371 -0.710
N 2.386 -0.615 -1.168
N 1.789 0.553 -0.738
C 2.151 1.593 -1.397
C 3.032 1.542 -2.601
C 2.519 1.909 -3.839
C 3.333 1.889 -4.963
C 4.666 1.524 -4.848
C 5.183 1.170 -3.608
C 4.368 1.171 -2.487
C 1.699 2.936 -0.922
C 2.366 4.082 -1.331
C 1.925 5.305 -0.845
C 0.830 5.339 0.001
C 0.233 4.136 0.362
N 0.667 2.959 -0.075
H 2.392 -3.689 -1.221
H 3.406 -2.572 -2.019
H 1.480 2.206 -3.922
H 2.926 2.166 -5.927
H 5.303 1.516 -5.723
H 6.223 0.886 -3.516
H 4.760 0.875 -1.523
H 3.209 4.017 -2.004
H 2.431 6.218 -1.131
H 0.447 6.270 0.395
H -0.613 4.108 1.039
O -0.584 4.442 4.039
C 0.122 3.595 3.506
O -0.227 2.480 3.003
C 1.620 3.928 3.388
C 2.127 5.072 3.986
C 3.473 5.360 3.852
C 4.280 4.494 3.126
C 3.696 3.373 2.565
N 2.395 3.097 2.680
H 1.445 5.702 4.538
H 3.895 6.245 4.311
H 5.339 4.674 3.004
H 4.292 2.660 2.005
S -0.337 -1.670 1.202
C -2.039 -1.390 1.010
N -2.896 -2.286 1.585
C -4.319 -2.138 1.352
C -4.540 -1.579 -0.031
N -3.819 -0.326 -0.172
C -4.363 0.623 -1.137
C -4.368 0.051 -2.537
C -3.183 -0.408 -3.112
C -3.192 -0.958 -4.384
C -4.381 -1.054 -5.098
C -5.561 -0.599 -4.533
C -5.552 -0.053 -3.254
C -2.529 -0.266 0.239
S -1.506 1.024 -0.042
C -2.479 -3.201 2.635
C -2.120 -4.588 2.148
C -1.815 -5.564 3.092
C -1.444 -6.837 2.691
C -1.380 -7.150 1.339
C -1.691 -6.183 0.396
C -2.058 -4.906 0.800
H -4.767 -1.482 2.107
H -4.782 -3.123 1.433
H -5.602 -1.383 -0.182
H -4.223 -2.302 -0.791
H -3.758 1.526 -1.078
H -5.383 0.872 -0.836
H -2.253 -0.329 -2.560
H -2.266 -1.311 -4.821
H -4.385 -1.484 -6.091
H -6.491 -0.672 -5.081
H -6.477 0.297 -2.811
H -3.298 -3.262 3.355
H -1.629 -2.772 3.168
H -1.856 -5.321 4.148
H -1.200 -7.584 3.434
H -1.087 -8.143 1.025
H -1.642 -6.418 -0.660
H -2.296 -4.156 0.056
F 3.358 -0.167 2.039
Sb 3.254 -1.503 3.448
F 3.996 -0.250 4.625
F 1.522 -0.685 3.697
F 2.922 -2.744 4.805
F 2.410 -2.585 2.143
F 4.934 -2.186 2.992
*
```



Density functional theory data (ωB97M-V/def2-TZVPD) for a structure of composition C23H19N8O4PtSSe.

expectation value of S²: 2.033
frontier orbital gap (alpha / beta): 4.925 / 6.774 eV

Geometry as ORCA input:
```
! wB97M-V def2-TZVPD RIJCOSX def2/J DEFGRID3
* xyz -1 3
Pt -0.998 0.849 -0.274
N -2.709 -4.448 4.917
C -2.394 -3.145 4.545
C -3.241 -2.431 3.696
C -2.908 -1.154 3.292
C -1.720 -0.583 3.728
C -0.868 -1.278 4.570
C -1.206 -2.555 4.980
S -1.269 1.005 3.126
O -2.466 1.700 2.754
O -0.355 1.597 4.057
N -0.492 0.674 1.721
C 0.794 0.252 1.653
N 1.555 -0.062 2.697
C 2.808 -0.386 2.409
C 3.326 -0.424 1.123
C 2.439 -0.146 0.097
N 1.183 0.174 0.360
H -3.681 -4.699 4.841
H -2.278 -4.778 5.764
H -4.158 -2.884 3.340
H -3.563 -0.599 2.637
H 0.056 -0.812 4.886
H -0.544 -3.109 5.635
H 3.433 -0.632 3.261
H 4.358 -0.665 0.923
H 2.731 -0.190 -0.946
Se -1.429 -1.571 -0.397
C -3.263 -1.549 -0.310
N -4.414 -1.602 -0.258
O -0.884 3.007 -0.008
C -2.137 3.118 0.096
O -2.896 2.152 -0.114
H -2.559 4.091 0.377
C -2.245 1.340 -4.335
C -2.213 1.380 -2.951
N -1.113 0.953 -2.300
C -0.050 0.533 -2.968
C 0.032 0.520 -4.375
C -1.146 0.908 -5.046
C 1.201 0.059 -5.039
C 2.485 -0.028 -4.524
C 3.050 0.664 -3.433
C 4.377 0.391 -2.992
C 4.895 1.141 -1.977
N 4.213 2.133 -1.362
C 2.981 2.310 -1.834
N 2.358 1.655 -2.795
H -3.146 1.655 -4.844
H -3.038 1.711 -2.342
H 0.774 0.166 -2.375
H -1.171 0.879 -6.129
H 1.048 -0.317 -6.047
H 3.190 -0.632 -5.087
H 4.960 -0.392 -3.461
H 5.904 0.962 -1.617
H 2.399 3.090 -1.350
*
```



Density functional theory data (ωB97M-V/def2-TZVPD) for the ion C4H10NO2 with charge +2 at a distorted geometry.

expectation value of S²: 0.757
frontier orbital gap (alpha / beta): 10.654 / 5.216 eV

Geometry as ORCA input:
```
! wB97M-V def2-TZVPD RIJCOSX def2/J DEFGRID3
* xyz 2 2
O -1.789 1.550 -1.037
C -1.699 0.433 -0.786
O -2.626 -0.559 -0.950
C -0.333 -0.170 -0.321
C 0.782 0.879 0.084
C 2.221 0.362 0.132
N -0.449 -1.154 0.903
H -3.540 -0.093 -0.943
H 0.007 -0.859 -1.091
H 0.790 1.618 -0.722
H 0.500 1.371 0.952
H 2.149 -0.619 0.651
H 2.465 0.223 -0.929
H 2.932 1.116 0.484
H -1.278 -1.739 0.800
H 0.427 -1.700 0.981
H -0.561 -0.658 1.793
*
```



Density functional theory data (ωB97M-V/def2-TZVPD) for an isolated molecule of C4H10N2OS at a distorted geometry.

frontier orbital gap: 9.846 eV
SMILES string: CNC(=O)[C@@H](N)CS

Geometry as ORCA input:
```
! wB97M-V def2-TZVPD RIJCOSX def2/J DEFGRID3
* xyz 0 1
C -0.600 -2.308 0.219
N 0.541 -1.754 -0.478
C 0.828 -0.418 -0.236
O 1.820 -0.064 -0.884
C 0.148 0.677 0.595
N 1.302 1.350 1.381
C -0.741 1.625 -0.235
S -1.553 0.990 -1.590
H -0.901 -1.759 1.074
H -0.379 -3.432 0.599
H -1.522 -2.328 -0.449
H 1.069 -2.221 -1.277
H -0.433 0.213 1.432
H 1.851 1.776 0.639
H 0.951 1.912 2.106
H -1.485 2.014 0.429
H -0.163 2.487 -0.683
H -0.733 1.240 -2.640
*
```



Density functional theory data (ωB97M-V/def2-TZVPD) for an isolated molecule of C22H42N2O8.

frontier orbital gap: 9.702 eV
SMILES string: CC(C)(C)OC(=O)N1CCOCCOCCN(C(=O)OC(C)(C)C)CCOCCOCC1

Geometry as ORCA input:
```
! wB97M-V def2-TZVPD RIJCOSX def2/J DEFGRID3
* xyz 0 1
C 0.458 -3.463 4.200
C -0.479 -2.529 3.431
C -1.937 -2.817 3.789
C -0.122 -1.071 3.713
O -0.242 -2.874 2.044
C -0.871 -2.214 1.052
O -1.592 -1.253 1.200
N -0.609 -2.764 -0.163
C 0.275 -3.889 -0.356
C 1.585 -3.489 -1.077
O 2.112 -2.256 -0.666
C 2.691 -2.258 0.624
C 3.224 -0.856 0.939
O 2.235 0.041 1.376
C 1.444 0.598 0.342
C 0.439 1.550 0.999
N -0.318 2.328 0.047
C 0.155 3.477 -0.496
O -0.469 4.132 -1.302
O 1.376 3.778 -0.017
C 2.047 4.989 -0.432
C 3.367 4.959 0.341
C 2.309 4.963 -1.938
C 1.226 6.217 -0.040
C -1.596 1.836 -0.426
C -1.568 1.427 -1.905
O -2.566 0.447 -2.087
C -2.621 -0.092 -3.387
C -3.507 -1.346 -3.366
O -2.822 -2.555 -3.133
C -2.482 -2.849 -1.797
C -1.192 -2.145 -1.334
H 0.299 -3.349 5.268
H 0.267 -4.496 3.922
H 1.494 -3.226 3.969
H -2.173 -3.862 3.601
H -2.596 -2.194 3.188
H -2.107 -2.598 4.839
H 0.824 -0.811 3.241
H -0.896 -0.414 3.327
H -0.037 -0.921 4.786
H 0.499 -4.315 0.622
H -0.226 -4.651 -0.961
H 2.322 -4.295 -0.938
H 1.403 -3.371 -2.148
H 3.524 -2.979 0.651
H 1.956 -2.539 1.385
H 3.935 -0.929 1.766
H 3.738 -0.463 0.051
H 2.085 1.156 -0.356
H 0.923 -0.190 -0.214
H 0.993 2.224 1.656
H -0.260 0.965 1.597
H 3.173 4.956 1.410
H 3.925 4.060 0.091
H 3.965 5.831 0.090
H 2.884 5.839 -2.226
H 1.367 4.963 -2.478
H 2.869 4.069 -2.205
H 1.016 6.200 1.027
H 0.286 6.225 -0.584
H 1.782 7.120 -0.277
H -1.868 0.958 0.161
H -2.354 2.611 -0.285
H -0.578 1.013 -2.155
H -1.748 2.293 -2.554
H -3.044 0.649 -4.081
H -1.616 -0.360 -3.742
H -4.290 -1.193 -2.612
H -3.968 -1.476 -4.348
H -2.337 -3.934 -1.778
H -3.305 -2.588 -1.120
H -1.429 -1.113 -1.079
H -0.467 -2.167 -2.149
*
```



Density functional theory data (ωB97M-V/def2-TZVPD) for a cluster of 2 separate species, C7H11N2OS in total at a distorted geometry.

frontier orbital gap (alpha / beta): 7.594 / 7.593 eV

Geometry as ORCA input:
```
! wB97M-V def2-TZVPD RIJCOSX def2/J DEFGRID3
* xyz 1 1
C 2.643 -0.571 0.372
C 2.278 -1.716 -0.385
C 0.854 -0.175 -0.840
C -2.114 -0.599 0.467
C -0.104 0.543 -1.508
C -2.989 -1.704 0.040
C 1.724 1.692 0.639
N 1.758 0.367 0.096
N 1.203 -1.470 -1.076
O -1.228 -0.583 1.256
S -2.465 0.985 -0.451
H 3.466 -0.436 1.045
H 2.778 -2.662 -0.437
H -0.102 1.618 -1.477
H -0.638 0.064 -2.309
H -1.919 1.779 0.479
H -2.406 -2.420 -0.538
H -3.346 -2.233 0.925
H -3.830 -1.357 -0.553
H 1.808 2.433 -0.157
H 0.789 1.850 1.178
H 2.553 1.824 1.332
*
```



Summary of relative energy (zero: lowest compared OMol25 entry of this formula, charge and spin) in eV
0.435 0.000 1.941 2.030 0.000 0.840
(order as listed above)
Summary of E_tot in Ha
-4028.5526 -4545.8730 -362.8199 -741.3034 -1574.9353 -855.9789
(order as listed above)